Below is a 3-piece molecular cluster, C35H31O10S overall in a non-equilibrium geometry, with properties calculated with the ωB97M-V functional and the def2-TZVPD basis.

For the calculated total energy, the calculation gives -68110.141 eV. The net charge is -1.

Element x y z (Å)
S: -0.023664 -2.921252 3.237836
O: 0.629031 -0.096947 -1.286665
O: 0.374635 -1.624854 3.769024
O: 3.367348 6.534214 0.609515
O: -1.240411 -2.926112 2.353205
O: -3.926679 -0.682974 -4.075961
O: -0.825427 -8.609961 3.664856
O: 0.030126 -4.039406 4.185723
O: -0.194860 9.340729 -2.262440
O: 0.917186 -4.095602 1.026028
O: -0.617555 -6.662004 1.042221
C: 3.275335 11.266973 -0.965015
C: -0.736346 6.627399 -1.828152
C: 1.125216 5.160056 -0.367394
C: -1.421377 -7.713032 1.515327
C: -2.346147 1.544581 -4.619807
C: -0.014513 4.547193 -0.859716
C: -1.990610 0.593369 -3.670910
C: -3.261368 -2.707756 -2.244750
C: -2.458882 -1.594496 -2.455034
C: -0.366809 2.804942 -4.096092
C: 4.183660 10.546830 -0.196235
C: -2.888935 -0.582490 -3.450772
C: -2.879359 -3.673863 -1.326193
C: -1.536221 2.647025 -4.832707
C: 0.618971 8.693251 -1.637474
C: -0.945751 5.280942 -1.586123
C: -0.814148 0.747369 -2.939132
C: -0.890747 -2.430345 -0.819608
C: 1.351445 -3.289298 2.098313
C: -1.696022 -3.538959 -0.611965
C: 2.570238 7.153715 -0.060170
C: 1.876132 9.323288 -1.135137
C: 0.408708 7.248253 -1.344170
C: 0.601846 -7.788737 5.485182
C: 1.340703 6.512483 -0.606491
C: -0.391466 -0.265355 -1.917916
C: -1.735435 -7.761713 2.992289
C: 2.792527 8.598242 -0.373317
C: 2.123179 10.658253 -1.431125
C: 3.943713 9.216095 0.098779
C: 0.563290 -6.394009 1.775483
C: -1.264545 -1.453441 -1.731293
C: -0.685244 -8.447733 5.066366
C: -0.005350 1.855370 -3.155211
C: 1.388857 -5.425494 0.970882
H: 0.902537 1.962941 -2.577864
H: 1.369946 -5.700218 -0.078855
H: -0.181237 3.493551 -0.679520
H: -1.765150 -6.758792 3.415314
H: 5.081061 11.026194 0.171699
H: -1.814463 3.386523 -5.572457
H: -1.449314 7.211622 -2.392599
H: 1.442124 -8.461869 5.347963
H: 2.423099 -5.482419 1.313725
H: 1.102746 -7.315581 1.998894
H: 0.011528 -2.320558 -0.237448
H: -1.537095 -7.900544 5.465397
H: -1.001481 -8.679228 1.223328
H: -2.362403 -7.593885 0.988781
H: -3.514009 -4.533965 -1.156435
H: 0.262632 3.670935 -4.256176
H: 1.711448 -2.333942 1.733695
H: 1.402987 11.202956 -2.025104
H: 3.468197 12.305485 -1.199249
H: 0.772034 -6.867475 4.952029
H: 1.855983 4.602016 0.200806
H: 0.541632 -7.524241 6.535377
H: -0.726460 -9.451023 5.484038
H: 2.128756 -3.785018 2.670236
H: -2.736004 -8.190339 3.088518
H: -4.182782 -2.799612 -2.802726
H: 0.320041 -5.903876 2.713336
H: -1.833812 4.794243 -1.967176
H: -3.260913 1.405078 -5.178624
H: 4.638758 8.639295 0.692466
H: -1.394661 -4.272988 0.124580

Cartesian forces (eV/Å) of the 2 atoms listed first:
-1.02 -0.35 -1.61
0.05 -0.02 0.01

Below is C22H32I2IrN2OSb as an isolated structure, with properties calculated with the ωB97M-V functional and the def2-TZVPD basis.

For the calculated total energy, the calculation gives -53910.345 eV. As for the multiplicity: 2. The expectation value of S² is 0.8625. The net charge is +3.

Element x y z (Å)
Ir: -0.749230 -0.288260 -0.998628
I: 0.095129 5.276751 -6.006831
I: 2.854257 0.301924 -4.375221
Sb: 1.037175 -0.807737 0.851461
O: 0.557495 0.547582 -2.252940
N: -2.303553 -1.101258 -0.009761
N: -2.188059 1.199494 -1.408231
C: 0.447286 1.552291 -2.983256
C: -0.611597 2.555469 -2.800008
C: -2.411465 -2.386262 0.375989
C: 3.489217 0.633675 -0.206361
C: -4.641272 -2.026559 1.132792
C: -4.537120 -0.701916 0.722941
C: 1.414298 1.711076 -4.090660
C: 0.218486 -0.997881 2.838295
C: 3.100916 -2.910066 1.495833
C: 1.307487 2.780178 -4.937705
C: -1.018764 -0.132914 3.056377
C: 1.783670 2.140830 0.921594
C: 2.113002 -2.615207 0.370052
C: -1.543129 2.518591 -1.612036
C: -3.134915 1.166447 -0.255019
C: 1.158524 -3.772410 0.101561
C: 2.474891 0.781347 0.921426
C: -3.359625 -0.264673 0.158932
C: 1.321026 -0.658697 3.841881
C: -0.676890 3.579190 -3.673924
C: 0.275989 3.715768 -4.757207
C: -3.561906 -2.880226 0.952769
H: 1.735910 -4.669808 -0.127313
H: 3.722380 -3.759582 1.205726
H: -0.806609 0.925691 2.885466
H: 4.224992 1.437740 -0.140705
H: -0.043101 -2.055487 2.918432
H: 2.969166 0.625944 1.882465
H: 2.648738 -2.352802 -0.544633
H: -1.546498 -3.011592 0.200749
H: 1.275575 2.318662 -0.032128
H: -1.442265 4.338923 -3.572247
H: -1.858591 -0.430552 2.430052
H: -4.074268 1.662174 -0.500929
H: -2.301094 3.295321 -1.731308
H: 0.549376 -4.007010 0.978132
H: -5.366314 -0.017868 0.842228
H: 1.054867 2.245213 1.727912
H: 0.957962 -0.875235 4.847883
H: 2.587814 -3.188175 2.418200
H: 3.012720 0.700955 -1.188485
H: 3.772008 -2.075781 1.706551
H: -3.609796 -3.919013 1.246254
H: 2.004541 2.901115 -5.756402
H: -0.979391 2.738288 -0.701161
H: -5.558829 -2.387464 1.578017
H: -2.709195 0.952273 -2.251985
H: -2.664944 1.713411 0.565972
H: 4.035302 -0.308511 -0.157770
H: 2.525208 2.931782 1.047246
H: 1.573724 0.402784 3.812828
H: -1.338680 -0.228566 4.095537
H: 0.504734 -3.582195 -0.753378
H: 2.233235 -1.237183 3.694680

Cartesian forces (eV/Å) of the 2 atoms listed first:
-0.01 -0.07 0.13
0.00 -0.02 0.02

Below is C35H62N2O18S as an isolated structure, with properties calculated with the ωB97M-V functional and the def2-TZVPD basis.

For the calculated total energy, the calculation gives -87972.451 eV.

Element x y z (Å)
S: -4.875028 -7.474398 -1.163646
O: 2.229193 5.109203 0.635430
O: 6.633958 -4.791920 -9.505760
O: -5.128677 -9.520510 4.267887
O: 6.253451 -5.499150 -7.395076
O: -0.453592 8.149538 6.799181
O: -4.719174 7.566181 4.273474
O: -2.760814 6.671906 4.372403
O: 0.866118 9.735067 7.718220
O: 5.008076 -3.929706 -8.191054
O: -4.572368 5.333816 4.582269
O: 3.618758 -0.755421 -4.515710
O: 4.536989 0.800730 -3.160292
O: -4.104405 -7.540923 3.884160
O: 0.178196 6.014209 0.918132
O: 0.590874 4.335824 -0.534497
O: 0.626927 7.666573 8.601267
O: 2.454492 0.991301 -4.022597
O: -3.677108 -8.584675 5.722176
N: -3.635214 -6.633781 -0.537037
N: -5.236048 -6.568806 -2.414848
C: -3.475148 -5.584810 -1.340169
C: 4.607528 -3.053423 -9.255332
C: -4.065025 6.412195 4.421388
C: -2.490726 -4.565406 -1.204427
C: -3.915339 -9.678521 6.609519
C: 2.302571 2.262836 -3.372000
C: 3.006509 3.366612 -4.130981
C: 4.851604 -1.478915 -4.454449
C: 1.506409 8.027042 9.676013
C: 0.928509 5.233625 0.391999
C: 2.418743 5.487622 3.039778
C: -1.390179 -2.492406 -2.068130
C: -4.389693 -5.533508 -2.427105
C: -1.893569 5.533612 4.501048
C: -6.226696 -6.946339 2.836595
C: 6.022179 -4.745775 -8.471194
C: -4.385564 -8.630854 4.592032
C: 7.289489 -6.469022 -7.567759
C: 0.160299 -4.173424 -3.299750
C: -1.795856 4.755317 3.207249
C: 0.387523 8.631057 7.712807
C: 1.588587 -4.325276 -3.870288
C: 0.048306 -3.058992 -2.260399
C: -4.803044 -7.420166 2.634507
C: -6.142109 7.436355 4.253260
C: -2.444911 -3.568950 -2.146076
C: 3.766823 -3.773904 -10.287132
C: -0.843913 9.091481 5.793937
C: 2.344866 -5.461902 -3.188024
C: 2.749023 5.985025 1.648783
C: 0.794664 8.844112 10.732746
C: -3.382683 -3.525902 -3.221204
C: -0.805784 4.305514 -0.842353
C: 3.629027 0.391702 -3.834739
C: -4.346956 -4.480732 -3.374110
H: -1.170541 5.296924 -1.100869
H: 8.204814 -6.003047 -7.924888
H: -0.920873 5.944914 4.767284
H: 5.485651 -2.590661 -9.704687
H: 4.024935 -2.269197 -8.775341
H: 3.826130 5.992596 1.495073
H: -0.083864 -5.106988 -2.803454
H: 3.395379 -3.068846 -11.030484
H: -1.409883 8.536904 5.052514
H: -1.502956 5.409739 2.390459
H: -3.310933 -2.718155 -3.931042
H: 4.084910 3.213512 -4.131910
H: 4.680266 -2.447668 -4.916236
H: -6.497007 6.892606 5.125586
H: -1.550993 -1.748544 -2.842662
H: 2.902724 6.112974 3.789699
H: -4.920189 -9.615179 7.024345
H: -3.186953 -9.589023 7.410223
H: 2.672868 3.387340 -5.169488
H: 2.125382 -3.383182 -3.800841
H: -2.225299 4.908020 5.328908
H: -1.478857 9.862778 6.226955
H: 2.795981 4.332610 -3.672363
H: 2.376898 8.551352 9.282728
H: 1.847388 7.082266 10.095350
H: 1.492423 -4.609865 -4.914325
H: 5.622751 -0.949547 -5.011848
H: 1.343510 5.507760 3.216863
H: -1.767781 -4.563726 -0.403383
H: 1.849561 -6.403727 -3.403166
H: -0.533875 -4.042584 -4.125705
H: 0.478482 9.807321 10.334570
H: -5.056655 -4.454926 -4.183855
H: -6.460885 6.930686 3.343134
H: 0.336312 -3.476980 -1.298261
H: -0.095222 8.319821 11.083180
H: 2.381371 6.997745 1.486812
H: -6.706164 -6.770267 1.873268
H: -2.754521 4.305022 2.947081
H: 0.704652 -2.226979 -2.495811
H: 2.916789 -4.263450 -9.810260
H: -6.812973 -7.684606 3.382782
H: 1.455192 9.022418 11.581156
H: -6.543120 8.445609 4.266150
H: -4.767894 -8.366761 2.094925
H: 4.347742 -4.539658 -10.799512
H: 5.168829 -1.629008 -3.425044
H: -1.431146 -2.011594 -1.096828
H: 2.650180 2.200590 -2.341587
H: 1.230471 2.450144 -3.349128
H: 2.757957 4.458839 3.166818
H: 6.968268 -7.242518 -8.263396
H: -0.918209 3.643636 -1.696389
H: 0.026368 9.544061 5.323649
H: -4.242422 -6.690470 2.056593
H: 2.394441 -5.331124 -2.110681
H: 7.463305 -6.910157 -6.590726
H: -6.240197 -6.019776 3.412036
H: 3.344548 -5.535236 -3.608175
H: -1.056790 3.958146 3.302822
H: -3.781762 -10.630503 6.100975
H: -1.368580 3.906675 0.000285

Cartesian forces (eV/Å) of the 2 atoms listed first:
0.50 0.17 0.44
0.03 0.00 -0.09